The following is a quantum chemistry calculation of CH2Cl2O2 in the gas phase, from the Open Molecules 2025 dataset.

For the HOMO energy, the calculation gives -0.3961 Eh. Its spin multiplicity is 1. The frontier orbital gap comes out at 11.61 eV.

Cartesian coordinates (Å):
C 0.06625 0.43528 -0.60046
O 0.33147 -1.29210 0.94201
O 0.53442 0.09341 0.75471
Cl 0.79534 1.90813 -1.06835
Cl -1.77204 0.54839 -0.50623
H 0.16944 -0.53148 -1.27168
H -0.12489 -1.16163 1.74998

The following is a quantum chemistry calculation of 4 unconnected molecules or ions with the total composition C14H27Cl2N3O3, from the Open Molecules 2025 dataset.

For the HOMO energy, the calculation gives -0.2969 Eh. Its spin multiplicity is 1. The frontier orbital gap comes out at 7.66 eV.

Cartesian coordinates (Å):
C -0.40443 0.49696 3.88869
C -1.30687 0.59777 2.63952
C -2.77786 0.22067 2.95373
C -1.24028 2.01209 2.01312
C -1.46214 2.03891 0.49033
C -0.27874 2.45580 -0.42442
C 0.16325 1.37328 -1.40728
N 0.28822 0.01873 -0.89754
O 0.76960 3.15380 0.27464
C 1.98687 2.56912 0.49896
Cl 1.99732 1.19743 1.68140
H 0.36752 -0.26098 3.74248
H -0.96274 0.20785 4.77909
H 0.13015 1.42784 4.07920
H -0.96176 -0.11718 1.88946
H -3.46185 1.00621 2.61618
H -2.90511 0.11216 4.03719
H -3.10309 -0.71236 2.47800
H -0.32271 2.51370 2.31329
H -2.05494 2.58070 2.47120
H -1.78593 1.04168 0.18001
H -2.29857 2.70008 0.26678
H -0.69636 3.23206 -1.06880
H -0.59384 1.39274 -2.20138
H 1.09526 1.66909 -1.89841
H 0.03722 -0.09916 0.07059
H 1.17992 -0.40565 -1.09400
H 2.47398 2.20730 -0.40637
H 2.61303 3.32551 0.96264
N -5.63604 -0.86484 4.69625
H -6.45693 -1.05993 5.26427
H -5.70314 -1.34338 3.74712
H -5.52517 0.13792 4.55977
H -4.79675 -1.24957 5.12876
C 3.71419 -2.01102 -6.16906
C 3.04726 -3.14930 -5.73588
C 2.74652 -3.31154 -4.39283
C 3.12350 -2.31691 -3.51001
C 3.79217 -1.17678 -3.91545
C 4.08832 -1.02909 -5.26116
N 2.78901 -2.47491 -2.08129
O 2.22327 -3.49037 -1.74315
O 3.10034 -1.56984 -1.32595
H 3.94259 -1.88797 -7.21955
H 2.75728 -3.91286 -6.44466
H 2.22798 -4.18765 -4.03355
H 4.07211 -0.42600 -3.19192
H 4.61002 -0.14461 -5.60054
Cl -4.60165 -2.48753 2.30053

The following is a quantum chemistry calculation of 14 unconnected molecules or ions with the total composition C5H37NO15, from the Open Molecules 2025 dataset.

For the HOMO energy (alpha / beta), the calculation gives -0.4992 / -0.4992 Eh. Its spin multiplicity is 2. The net charge is +1. The frontier orbital gap (alpha / beta) comes out at 10.67 / 5.17 eV.

Cartesian coordinates (Å):
O -0.37834 1.26989 -1.89177
C -0.49823 0.94995 -0.67269
O -1.41842 1.65414 -0.03330
C 0.23237 -0.17707 0.10937
C -0.94696 -0.83693 0.91783
C -0.62349 -2.28121 1.44901
C -0.96834 -2.50784 2.86305
N 0.82897 -0.97240 -0.97051
H -2.07484 1.95520 -0.85606
H 0.88916 0.22096 0.88736
H -1.17176 -0.11580 1.81753
H -1.78053 -0.92768 0.27220
H -1.17951 -2.97325 0.79590
H 0.47427 -2.32784 1.37414
H -0.48860 -1.77932 3.62350
H -0.91534 -3.44653 3.20933
H -2.03555 -2.24382 3.08924
H 1.79087 -0.76723 -1.22161
H 0.85006 -1.96230 -0.62716
H 3.71930 -0.47755 2.97434
H 2.71425 0.45276 2.31526
O 3.37470 -0.34194 2.14513
H 0.36768 -4.56055 -1.62289
H -0.85875 -3.47761 -1.97155
O -0.50597 -4.11713 -1.39271
H -0.63098 3.12286 1.01341
H 0.09095 4.11419 1.58138
O 0.12733 3.24818 1.54600
H -1.35359 2.75083 3.17920
H -2.67219 2.39203 2.47417
O -2.30036 2.59947 3.34158
H -4.14382 1.07735 1.62084
H -3.09122 1.11336 0.55461
O -3.71324 1.73051 1.04156
H 3.76119 1.66821 -2.68434
H 3.20511 2.76621 -1.74816
O 3.92514 2.09718 -1.78719
H 2.19508 1.32267 -4.18236
H 1.00297 1.16279 -2.99893
O 1.59609 0.81009 -3.68548
H -2.41761 -0.89165 -2.95896
H -3.98208 -1.31897 -2.69147
O -3.25315 -0.72762 -2.42120
H 3.22382 -3.28958 1.27919
H 3.24859 -2.27296 0.09331
O 2.81128 -3.05474 0.41957
H 4.17030 -0.00737 -1.17834
H 3.85391 -0.13336 0.31525
O 3.88094 -0.59698 -0.52173
H -3.51423 1.12206 -2.42389
H -4.06331 2.14508 -1.49819
O -3.25936 2.01423 -2.04009
H -0.13896 -1.24201 -3.83107
H -0.63963 0.10174 -3.67631
O -0.96147 -0.68179 -3.91343
H 1.81233 2.56011 2.82070
H 0.48431 2.24318 3.13101
O 1.34883 1.84576 3.24643

The following is a quantum chemistry calculation of a molecular structure, C6H8O2, from the Open Molecules 2025 dataset.

For the HOMO energy, the calculation gives -0.3248 Eh. Its spin multiplicity is 1. The frontier orbital gap comes out at 8.92 eV.

Cartesian coordinates (Å):
C 0.01767 -0.97427 -0.49912
C 0.39010 1.71879 0.69273
C -0.06076 -1.39101 0.95355
C 0.80439 0.77030 -0.41199
C -0.41098 0.39322 -1.43243
C -1.36580 -0.54828 -1.02788
O 1.94044 0.80098 -0.88022
O -2.49482 -0.75933 -0.68576
H 0.53513 -1.70165 -1.11412
H -0.02260 0.31904 -2.44364
H 0.69957 1.33922 1.66799
H -0.68049 1.91723 0.72139
H 0.89490 2.67044 0.52278
H 0.94291 -1.46168 1.37688
H -0.66129 -0.71535 1.56154
H -0.52838 -2.37763 0.99829

The following is a quantum chemistry calculation of C4H9F in the gas phase, from the Open Molecules 2025 dataset.

For the HOMO energy, the calculation gives -0.4008 Eh. Its spin multiplicity is 1. The frontier orbital gap comes out at 12.11 eV.

Cartesian coordinates (Å):
C 0.10575 1.18739 -1.92577
C 0.59452 0.20804 -0.73820
C -0.51101 -0.72752 -0.35386
C -0.09835 -1.03165 1.13056
H -0.41177 0.77216 -2.97905
H 1.02336 1.62054 -2.19905
H -0.63742 2.03725 -1.44795
H 0.96790 0.68491 0.24996
H 1.50984 -0.42489 -0.94160
H -1.39059 -0.04270 -0.42461
H -0.88351 -1.51578 -0.98325
H -0.87829 -1.59940 1.72327
H 1.01851 -1.56915 1.41081
F -0.09594 0.24661 1.87946

The following is a quantum chemistry calculation of a molecular structure, C3H6O, from the Open Molecules 2025 dataset.

For the HOMO energy, the calculation gives -0.3598 Eh. Its spin multiplicity is 1. The frontier orbital gap comes out at 10.33 eV.

Cartesian coordinates (Å):
O -1.64076 0.19819 -1.27074
C -0.54283 0.58729 -1.46444
C 0.73558 0.59039 -1.33097
C -0.03983 -0.75508 1.32042
H 0.67246 -1.06883 2.08018
H 1.55939 0.88985 -1.95245
H 0.05383 1.43581 -0.60463
H 0.25394 0.23122 0.99910
H -1.04821 -0.63900 1.72158
H -0.00357 -1.46985 0.50195

The following is a quantum chemistry calculation of a gas-phase ion, C3H4N3 (charge +1), from the Open Molecules 2025 dataset.

For the HOMO energy (alpha / beta), the calculation gives -0.4181 / -0.6235 Eh. Its spin multiplicity is 3. The net charge is +1. The frontier orbital gap (alpha / beta) comes out at 6.63 / 9.05 eV.

Cartesian coordinates (Å):
C 0.95438 -0.30679 2.04775
C 0.77767 0.62629 1.01108
C 0.28853 -0.19301 -1.27280
N 1.48215 -1.41880 1.65881
N 0.72603 0.25803 -0.20727
N 2.11164 -2.14665 1.09750
H 0.68373 -0.10166 3.06861
H 0.84453 1.68567 1.24843
H 0.98657 -0.46535 -2.06481
H -0.76634 -0.13600 -1.52540

Number 1: largest force on an atom 3.89 eV Å⁻¹. Number 2: largest force on an atom 0.99 eV Å⁻¹. Number 3: largest force on an atom 7.36 eV Å⁻¹. Number 4: largest force on an atom 3.07 eV Å⁻¹. Number 5: largest force on an atom 3.83 eV Å⁻¹. Number 6: largest force on an atom 4.12 eV Å⁻¹. Number 7: largest force on an atom 4.54 eV Å⁻¹.